Formula: C10H38N12O9
Source: the OMol25 dataset
Level of theory: ωB97M-V with the def2-TZVPD basis set

Element x y z (Å)
N (-16.19, -9.14, 0.62)
C (-14.91, -9.26, 0.62)
N (-14.27, -8.22, 1.01)
O (-14.37, -10.44, 0.07)
H (-16.80, -10.03, 0.47)
H (-16.75, -8.36, 1.06)
H (-13.32, -8.33, 1.23)
H (-14.83, -7.32, 1.11)
N (-11.93, -9.53, -4.39)
C (-13.21, -9.52, -4.42)
N (-13.66, -9.88, -3.27)
O (-13.99, -9.57, -5.58)
H (-11.56, -9.44, -5.27)
H (-11.37, -9.19, -3.61)
H (-14.64, -9.63, -3.14)
H (-13.06, -9.81, -2.38)
N (-8.90, -6.97, -2.34)
C (-8.18, -6.97, -3.43)
N (-7.01, -7.26, -3.27)
O (-8.75, -6.54, -4.55)
H (-9.84, -6.62, -2.44)
H (-8.52, -7.12, -1.37)
H (-6.31, -7.02, -4.02)
H (-6.76, -7.86, -2.46)
N (-11.40, -6.12, 3.99)
C (-11.54, -6.82, 2.89)
N (-11.35, -6.19, 1.74)
O (-11.92, -8.12, 2.86)
H (-11.60, -6.64, 4.88)
H (-11.10, -5.15, 3.96)
H (-11.38, -6.78, 0.87)
H (-11.19, -5.14, 1.77)
N (-10.55, -11.59, -3.39)
C (-10.86, -12.57, -2.64)
N (-12.10, -12.52, -2.37)
O (-10.01, -13.53, -2.30)
H (-9.62, -11.61, -3.85)
H (-11.21, -10.90, -3.84)
H (-12.51, -13.38, -2.00)
H (-12.73, -11.79, -2.69)
N (-10.47, -9.15, -2.23)
C (-11.25, -8.99, -1.17)
N (-12.05, -10.04, -1.08)
O (-11.41, -7.78, -0.49)
H (-9.73, -8.36, -2.27)
H (-10.22, -10.10, -2.61)
H (-12.92, -9.96, -0.48)
H (-11.76, -10.98, -1.31)
C (-7.29, -10.11, -1.41)
C (-8.27, -11.03, -0.74)
O (-7.65, -11.95, 0.11)
H (-6.84, -9.46, -0.59)
H (-7.78, -9.49, -2.15)
H (-6.44, -10.44, -1.85)
H (-8.99, -11.56, -1.43)
H (-8.92, -10.41, -0.08)
H (-8.40, -12.41, 0.51)
C (-11.47, -4.89, -2.39)
O (-11.54, -6.31, -2.87)
H (-11.31, -4.81, -1.28)
H (-12.40, -4.36, -2.65)
H (-10.58, -4.40, -2.76)
H (-12.10, -6.86, -2.31)
C (-10.67, -12.16, 1.10)
O (-9.59, -13.07, 1.42)
H (-11.67, -12.48, 1.42)
H (-11.01, -12.18, -0.01)
H (-10.50, -11.20, 1.66)
H (-9.88, -13.66, 2.19)

- Total charge: 0
- Energy relative to the best compared isomer or geometry (same formula, charge and spin): 207.41 kcal per mole
- HOMO-LUMO gap: 9.066 eV
- Structure (SMILES): NC(N)=O.NC(N)=O.NC(N)=O.NC(N)=O.NC(N)=O.NC(N)=O.CCO.CO.CO

---

Formula: C4H5ClOS2
Source: the OMol25 dataset
Level of theory: ωB97M-V with the def2-TZVPD basis set

Element x y z (Å)
C (-2.05, -0.69, -1.14)
O (-0.82, 0.00, -0.92)
C (-0.40, 0.38, 0.21)
S (-1.29, 0.45, 1.58)
C (1.01, 0.87, 0.22)
S (1.49, 2.25, -0.49)
C (2.05, 0.06, 1.01)
Cl (2.49, -1.29, 0.04)
H (-1.94, -0.91, -2.21)
H (-2.11, -1.58, -0.55)
H (-2.97, -0.11, -0.97)
H (1.62, -0.20, 2.02)
H (2.91, 0.76, 1.21)

- Total charge: 0
- Energy relative to the best compared isomer or geometry (same formula, charge and spin): 21.57 kcal per mole
- HOMO-LUMO gap: 8.031 eV
- Structure (SMILES): COC(=S)C(=S)CCl

---

Formula: C5H8N2S
Source: the OMol25 dataset
Level of theory: ωB97M-V with the def2-TZVPD basis set

Element x y z (Å)
C (-1.70, 2.13, 0.08)
C (-1.22, 1.06, -0.18)
C (-0.51, -0.18, -0.52)
C (-1.24, -1.43, -0.14)
N (0.80, -0.07, 0.05)
N (0.91, -0.06, 1.43)
C (1.86, 0.27, -0.69)
S (3.40, 0.49, -0.14)
H (-2.24, 3.04, 0.28)
H (-0.32, -0.21, -1.58)
H (-0.62, -2.32, -0.45)
H (-1.41, -1.44, 0.93)
H (-2.25, -1.50, -0.66)
H (1.41, -0.89, 1.66)
H (1.49, 0.75, 1.67)
H (1.63, 0.35, -1.74)

- Total charge: 0
- Energy relative to the best compared isomer or geometry (same formula, charge and spin): 74.23 kcal per mole
- HOMO-LUMO gap: 9.277 eV
- Structure (SMILES): C#C[C@H](C)N(N)C=S

---

Formula: C5H7NO
Source: the OMol25 dataset
Level of theory: ωB97M-V with the def2-TZVPD basis set

Element x y z (Å)
O (1.25, 2.23, -0.89)
C (0.49, 1.45, -0.41)
C (1.35, -0.06, 0.32)
C (0.53, -1.23, -0.11)
C (-0.80, -1.11, -0.21)
C (-1.54, 0.18, 0.00)
N (-0.75, 1.42, 0.03)
H (1.60, -0.11, 1.40)
H (2.29, 0.07, -0.21)
H (1.02, -2.17, -0.34)
H (-1.41, -1.97, -0.51)
H (-2.12, 0.14, 0.93)
H (-2.28, 0.30, -0.80)
H (0.34, 0.87, 0.79)

- Total charge: 0
- Energy relative to the best compared isomer or geometry (same formula, charge and spin): 107.08 kcal per mole
- HOMO-LUMO gap: 9.778 eV